No. 1
83
Properties=species:S:1:pos:R:3 method="wB97M-V/def2-TZVPD" homo_ev=-8.42 energy_ha=-4852.79950 molar_mass_g_mol=627.5 max_force_ev_per_a=1.02 orbital_gap_ev=7.768
C -3.288 1.397 -1.120
P -1.746 1.573 -2.091
O -1.860 0.284 -3.171
P -0.104 0.658 -0.773
Br 1.822 0.261 0.647
C -0.377 -1.117 -1.060
C -1.682 -1.685 -0.465
C -2.729 -2.096 -1.490
F -3.409 -3.220 -1.007
O -0.774 1.530 0.440
N -0.877 0.967 1.831
O -1.434 1.720 2.491
H -4.126 1.573 -1.794
H -3.290 2.190 -0.371
H -3.445 0.445 -0.622
H -2.153 0.599 -4.033
H 0.845 1.265 -1.601
H 0.477 -1.633 -0.635
H -0.340 -1.236 -2.143
H -2.121 -1.004 0.266
H -1.429 -2.590 0.085
H -2.269 -2.373 -2.440
H -3.479 -1.330 -1.677
C -3.290 -6.259 -2.065
C -3.610 -7.736 -1.885
C -2.932 -8.622 -2.935
C -3.385 -8.312 -4.293
N -3.736 -8.058 -5.356
H -3.640 -5.899 -3.034
H -3.762 -5.654 -1.295
H -2.213 -6.084 -2.011
H -4.689 -7.895 -1.930
H -3.281 -8.076 -0.901
H -3.131 -9.678 -2.748
H -1.848 -8.487 -2.905
C 0.159 2.486 5.517
C -1.229 2.391 6.134
C -1.191 2.150 7.646
C -0.554 0.876 7.989
N -0.047 -0.119 8.253
H 0.714 1.556 5.651
H 0.092 2.685 4.449
H 0.739 3.293 5.971
H -1.795 1.588 5.658
H -1.784 3.314 5.959
H -2.197 2.145 8.067
H -0.635 2.947 8.145
C 6.069 0.096 2.310
C 6.581 1.312 1.550
C 5.630 1.746 0.431
C 5.476 0.718 -0.599
N 5.354 -0.101 -1.394
H 5.974 -0.769 1.652
H 6.749 -0.170 3.119
H 5.088 0.293 2.747
H 7.565 1.103 1.125
H 6.702 2.162 2.224
H 5.985 2.657 -0.051
H 4.638 1.961 0.836
C -7.679 -0.922 -3.879
C -8.606 -0.271 -2.863
C -7.884 0.753 -1.980
C -6.826 0.134 -1.179
N -5.987 -0.359 -0.570
H -6.875 -1.469 -3.384
H -8.222 -1.626 -4.508
H -7.226 -0.172 -4.532
H -9.060 -1.032 -2.225
H -9.422 0.246 -3.370
H -8.578 1.247 -1.299
H -7.427 1.531 -2.595
C 8.260 4.292 -1.763
C 9.091 5.505 -1.371
C 9.735 5.357 0.012
C 8.738 5.230 1.077
N 7.952 5.121 1.907
H 7.436 4.147 -1.064
H 7.835 4.413 -2.759
H 8.865 3.383 -1.766
H 8.472 6.404 -1.381
H 9.893 5.665 -2.094
H 10.367 6.216 0.243
H 10.371 4.470 0.044



No. 2
81
Properties=species:S:1:pos:R:3 method="wB97M-V/def2-TZVPD" homo_ev="-2.96 / -5.04" total_charge=-1 spin_multiplicity=3 energy_ha=-4125.49254 molar_mass_g_mol=598.3 max_force_ev_per_a=5.27 orbital_gap_ev="5.273 / 7.349"
C -3.900 0.288 2.958
C -4.392 -1.005 2.431
H -3.221 0.707 2.207
H -3.346 0.214 3.922
H -4.738 0.986 3.123
C -5.684 -1.314 2.198
C -6.850 -0.382 2.248
H -5.890 -2.291 1.743
H -6.660 0.540 1.667
H -7.209 -0.040 3.239
H -7.705 -0.874 1.752
Ni -0.830 -2.135 2.305
Cl 0.448 -3.620 3.149
C 4.793 -1.686 -0.103
O 4.626 -0.530 0.300
N 4.318 -2.199 -1.270
C 3.676 -1.304 -2.205
C 4.569 -3.587 -1.632
H 5.361 -2.410 0.510
H 4.370 -0.598 -2.677
H 2.936 -0.652 -1.718
H 3.188 -1.899 -2.980
H 5.057 -4.047 -0.772
H 5.213 -3.678 -2.503
H 3.652 -4.144 -1.842
H 7.587 3.123 -1.630
H 5.117 3.579 0.860
C 6.614 3.607 -1.770
C 4.741 3.676 -0.172
N 5.550 2.889 -1.095
H 6.444 3.714 -2.855
C 5.229 1.629 -1.470
O 5.728 1.038 -2.435
H 3.692 3.366 -0.215
H 4.465 1.160 -0.812
H 6.615 4.592 -1.295
H 4.822 4.713 -0.505
H 1.147 4.103 0.749
H -2.231 3.692 -0.424
C 0.410 4.902 0.611
C -1.811 4.689 -0.526
N -0.374 4.628 -0.577
H 0.949 5.846 0.519
C 0.171 4.409 -1.789
O -0.533 4.133 -2.762
H -2.167 5.079 -1.480
H 1.246 4.383 -1.898
H -0.259 4.944 1.460
H -2.155 5.306 0.290
O -2.202 -1.173 1.873
C -3.291 -1.989 2.057
C -4.349 -2.737 -0.148
C -3.431 -2.950 0.893
H -4.961 -1.839 -0.146
C -4.476 -3.690 -1.149
H -3.032 -2.632 2.923
C -2.519 -4.002 0.850
H -5.285 -3.576 -1.877
C -3.572 -4.755 -1.191
C -2.598 -4.900 -0.200
H -1.739 -4.140 1.618
H -3.617 -5.470 -1.992
H -1.917 -5.738 -0.266
Si -0.297 -0.089 -0.859
Cl 1.111 0.884 -1.849
C -1.555 -1.316 -1.529
C 0.818 -1.555 -0.243
C -1.477 1.348 -0.350
H -1.261 -2.373 -1.460
H -1.641 -1.037 -2.582
H -2.564 -1.304 -1.096
H -2.096 1.782 -1.142
H -0.591 2.060 -0.320
H -1.990 1.472 0.593
H 0.344 -2.279 0.430
H 1.700 -1.115 0.232
H 1.127 -2.062 -1.159
C 0.486 -0.784 2.755
H 0.936 -1.028 3.732
H -0.112 0.142 2.792
H 1.270 -0.692 1.986



No. 3
86
Properties=species:S:1:pos:R:3 method="wB97M-V/def2-TZVPD" homo_ev=-8.39 energy_ha=-3325.00263 molar_mass_g_mol=647.5 max_force_ev_per_a=6.56 orbital_gap_ev=6.855
C -0.417 -1.378 -5.017
C -0.023 -0.706 -3.734
Cl 1.528 -1.117 -3.081
C -0.798 0.181 -3.120
Cl -0.239 0.969 -1.656
C -2.124 0.626 -3.572
C -3.281 0.043 -3.233
C -3.346 -1.173 -2.339
C -3.496 -2.526 -3.037
O -4.717 -2.695 -3.764
C -4.575 -2.483 -5.088
O -5.151 -3.112 -5.930
C -4.568 0.635 -3.735
O -5.609 0.026 -3.826
C -4.539 2.088 -4.100
C -3.394 2.660 -4.454
C -2.148 1.843 -4.462
O -1.198 2.171 -5.140
H -0.912 -0.703 -5.710
H 0.496 -1.727 -5.496
H -1.004 -2.275 -4.840
H -4.154 -1.059 -1.613
H -2.426 -1.224 -1.755
H -2.675 -2.637 -3.746
H -3.380 -3.346 -2.335
H -3.911 -1.646 -5.370
H -5.464 2.645 -4.057
H -3.375 3.703 -4.734
O 0.820 3.028 2.876
P 1.133 4.471 2.563
N 1.052 4.422 0.842
C 1.751 5.313 -0.060
C -0.304 4.204 0.342
N 2.792 4.458 3.132
C 3.903 4.344 2.200
C 3.025 3.522 4.232
N 1.048 6.240 2.659
C 2.095 7.056 3.266
C -0.248 6.626 3.278
H 1.314 6.322 -0.092
H 1.707 4.904 -1.072
H 2.807 5.411 0.171
H -0.925 5.108 0.443
H -0.792 3.397 0.892
H -0.292 3.913 -0.709
H 3.794 3.488 1.521
H 4.839 4.223 2.749
H 4.048 5.254 1.617
H 3.153 2.491 3.884
H 2.203 3.535 4.945
H 3.930 3.811 4.774
H 2.385 6.724 4.263
H 1.737 8.086 3.349
H 2.974 7.103 2.626
H -0.278 6.375 4.343
H -1.074 6.099 2.788
H -0.435 7.693 3.164
O -0.581 -4.535 -0.240
P 0.392 -4.350 0.901
N 1.842 -4.902 0.145
C 2.988 -5.465 0.826
C 2.298 -3.997 -0.907
N -0.287 -5.573 1.961
C 0.321 -6.889 2.074
C -1.730 -5.752 1.798
N 1.227 -3.554 2.245
C 1.011 -3.913 3.643
C 1.044 -2.081 2.117
H 3.581 -4.712 1.363
H 3.643 -5.937 0.090
H 2.723 -6.249 1.528
H 2.740 -3.081 -0.485
H 1.465 -3.706 -1.546
H 3.043 -4.473 -1.547
H 0.471 -7.366 1.096
H -0.314 -7.543 2.675
H 1.268 -6.861 2.614
H -1.978 -6.384 0.937
H -2.236 -4.797 1.670
H -2.145 -6.222 2.694
H -0.040 -3.942 3.929
H 1.509 -3.176 4.278
H 1.481 -4.867 3.877
H 0.012 -1.782 2.329
H 1.284 -1.755 1.099
H 1.709 -1.542 2.791